[1]
DFT (the ωB97M-V functional and the def2-TZVPD basis) results for a 3-piece molecular cluster, C4H12NO2 overall.

CARTESIAN COORDINATES (ANGSTROEM)
1 C -1.862 2.413 -0.178
2 C -0.798 1.499 -0.535
3 C -0.908 0.122 -0.496
4 N 0.252 -0.592 -0.747
5 C 1.013 -0.403 -1.761
6 H -1.535 3.478 -0.272
7 H -2.989 2.239 -0.452
8 H -2.165 2.426 0.910
9 H 0.201 1.970 -0.531
10 H -1.850 -0.286 -0.148
11 H 0.360 -1.453 -0.057
12 H 1.992 -0.799 -1.996
13 H 0.753 0.337 -2.556
14 H 1.647 -3.462 -0.781
15 H 0.439 -3.633 0.168
16 O 0.885 -2.995 -0.409
17 H 0.348 0.716 3.825
18 H 1.736 1.000 3.406
19 O 0.942 0.545 3.080

Calculated values
LUMO energy (spin up / spin down) (eV): -10.124 / -13.181
Spin multiplicity: 2
Orbital gap (spin up / spin down) (eV): 7.57 / 4.49
Total charge: +2
Expectation value of S²: 0.758

---

[2]
DFT (the ωB97M-V functional and the def2-TZVPD basis) results for the molecule C21H21NO3.

CARTESIAN COORDINATES (ANGSTROEM)
1 C -0.793 -3.538 1.673
2 C -0.458 -2.277 1.474
3 C -1.438 -1.170 1.254
4 C -1.160 -0.315 -0.006
5 C -1.583 -1.055 -1.295
6 C -0.994 -2.420 -1.462
7 C -1.713 -3.509 -1.655
8 N 0.266 -0.026 -0.092
9 C 0.913 0.751 0.809
10 O 0.355 1.364 1.696
11 C 2.405 0.759 0.661
12 C 3.148 0.848 1.834
13 C 4.528 0.789 1.807
14 C 5.189 0.631 0.600
15 C 4.466 0.556 -0.577
16 C 3.077 0.636 -0.558
17 C 2.384 0.619 -1.875
18 O 2.477 -0.263 -2.692
19 O 1.668 1.728 -2.092
20 C -1.943 0.992 0.019
21 C -3.170 1.099 0.661
22 C -3.888 2.282 0.623
23 C -3.395 3.378 -0.062
24 C -2.179 3.279 -0.713
25 C -1.465 2.095 -0.678
26 H -0.058 -4.299 1.868
27 H -1.820 -3.864 1.646
28 H 0.583 -1.983 1.523
29 H -2.442 -1.590 1.192
30 H -1.383 -0.494 2.113
31 H -1.285 -0.432 -2.145
32 H -2.672 -1.126 -1.303
33 H 0.086 -2.486 -1.457
34 H -1.258 -4.475 -1.794
35 H -2.790 -3.481 -1.680
36 H 0.802 -0.633 -0.691
37 H 2.612 0.963 2.764
38 H 5.089 0.859 2.727
39 H 6.266 0.571 0.571
40 H 4.971 0.446 -1.525
41 H 1.271 1.709 -2.979
42 H -3.582 0.262 1.203
43 H -4.837 2.345 1.134
44 H -3.954 4.302 -0.086
45 H -1.780 4.127 -1.250
46 H -0.513 2.043 -1.182

Calculated values
LUMO energy (eV): 0.393
Orbital gap (eV): 9.21
SMILES: C=CCC(CC=C)(NC(=O)c1ccccc1C(=O)O)c1ccccc1

---

[3]
DFT (the ωB97M-V functional and the def2-TZVPD basis) results for the molecule C3H5NO2.

CARTESIAN COORDINATES (ANGSTROEM)
1 C 1.486 -0.728 0.518
2 C 0.437 0.241 0.175
3 O 0.686 1.425 0.344
4 C -0.886 -0.201 -0.421
5 N -1.738 0.827 -0.584
6 O -1.100 -1.363 -0.705
7 H 2.214 0.103 0.753
8 H 1.320 -1.187 1.481
9 H 1.648 -1.545 -0.200
10 H -1.422 1.758 -0.369
11 H -2.643 0.670 -0.993

Calculated values
LUMO energy (eV): 0.090
Orbital gap (eV): 9.97
SMILES: CC(=O)C(N)=O

---

[4]
DFT (the ωB97M-V functional and the def2-TZVPD basis) results for C11H14BCaN7O as an isolated structure.

CARTESIAN COORDINATES (ANGSTROEM)
1 H -0.003 2.941 2.409
2 N 0.025 1.647 0.712
3 B 0.515 0.631 -1.584
4 N 0.484 1.822 -0.588
5 C 0.921 3.083 -0.758
6 Ca -1.012 -0.770 1.392
7 H 1.313 3.396 -1.713
8 C 0.765 3.752 0.456
9 H 0.964 4.787 0.655
10 C 0.255 2.805 1.358
11 H 0.842 0.949 -2.683
12 C -0.808 -3.114 0.915
13 H -1.680 -3.370 1.542
14 H 0.128 -3.529 1.314
15 H -0.992 -3.381 -0.130
16 N -0.917 0.006 -1.607
17 N 1.479 -0.425 -0.988
18 N -1.595 -0.371 -0.419
19 N 1.142 -1.000 0.228
20 C -1.701 -0.229 -2.669
21 C 2.653 -0.911 -1.418
22 H -1.331 0.055 -3.651
23 H 3.073 -0.524 -2.339
24 C -2.929 -0.737 -2.222
25 C 3.118 -1.828 -0.477
26 C -2.836 -0.786 -0.824
27 C 2.123 -1.873 0.523
28 H -3.775 -1.003 -2.824
29 H 4.018 -2.411 -0.509
30 H -3.535 -1.153 -0.075
31 H 2.021 -2.517 1.385
32 H -1.240 1.637 2.403
33 O 0.221 0.690 5.009
34 C -0.476 0.859 4.068
35 N -1.231 0.872 3.108

Calculated values
LUMO energy (eV): -0.029
Orbital gap (eV): 6.07

---

[5]
DFT (the ωB97M-V functional and the def2-TZVPD basis) results for a 2-piece molecular cluster, C3H4FI overall.

CARTESIAN COORDINATES (ANGSTROEM)
1 C -1.290 1.534 -0.180
2 C -1.383 0.265 0.086
3 C 1.647 -1.558 -0.011
4 F -2.457 -0.446 0.051
5 I 2.880 0.139 -0.128
6 H -2.208 2.059 -0.250
7 H -0.467 2.039 0.179
8 H 1.606 -2.149 -0.789
9 H 1.672 -1.882 1.042

Calculated values
LUMO energy (spin up / spin down) (eV): -0.507 / -0.645
Orbital gap (spin up / spin down) (eV): 9.26 / 7.97

---

[6]
DFT (the ωB97M-V functional and the def2-TZVPD basis) results for C17H14Co2O9 as an isolated structure.

CARTESIAN COORDINATES (ANGSTROEM)
1 C -4.069 -0.465 -2.878
2 C -3.091 0.664 -2.695
3 O -1.773 0.084 -2.695
4 C -0.791 1.009 -2.523
5 C 0.495 0.344 -2.631
6 C 1.782 0.999 -2.557
7 O 2.044 2.154 -2.264
8 C 2.857 -0.080 -2.852
9 C 2.119 -1.416 -2.840
10 C 0.602 -1.102 -2.905
11 O -1.031 2.183 -2.299
12 H -5.079 -0.054 -2.926
13 H -3.873 -1.014 -3.805
14 H -4.023 -1.168 -2.041
15 H -3.163 1.386 -3.521
16 H -3.266 1.186 -1.744
17 H 3.290 0.127 -3.843
18 H 3.673 -0.032 -2.120
19 H 2.426 -2.049 -3.679
20 H 2.330 -1.952 -1.907
21 H 0.030 -1.715 -2.185
22 H 0.214 -1.338 -3.917
23 O 4.385 -0.147 2.772
24 C 3.369 -0.257 3.320
25 Co 1.776 -0.432 3.990
26 C 1.363 -2.052 3.448
27 O 1.132 -3.117 3.053
28 C 2.019 -0.328 5.727
29 O 2.232 -0.304 6.866
30 C 0.911 1.125 3.030
31 C 0.296 0.986 1.787
32 C 0.378 1.228 0.474
33 Co -0.756 0.478 3.117
34 C -1.326 -1.026 2.342
35 O -1.724 -1.978 1.823
36 C -2.229 1.394 2.676
37 O -3.245 1.874 2.409
38 C -1.090 0.126 4.842
39 O -1.400 -0.145 5.921
40 H 1.424 2.044 3.343
41 H -0.532 1.245 -0.118
42 H 1.317 1.535 0.002

Calculated values
LUMO energy (eV): -4.350
Orbital gap (eV): 3.11

---

[7]
DFT (the ωB97M-V functional and the def2-TZVPD basis) results for C4H10O2Pm as an isolated structure.

CARTESIAN COORDINATES (ANGSTROEM)
1 H -1.177 1.029 2.817
2 C -1.725 1.223 1.751
3 O -1.042 0.357 0.891
4 C -0.638 0.909 -0.376
5 C 0.070 -0.181 -1.144
6 O 1.048 -0.782 -0.283
7 C 2.028 -1.582 -0.958
8 H -2.739 0.839 1.913
9 H -1.606 2.272 1.452
10 H 0.012 1.778 -0.206
11 H -1.543 1.218 -0.913
12 H 0.579 0.259 -2.010
13 H -0.628 -0.962 -1.475
14 H 2.521 -2.205 -0.206
15 H 1.537 -2.217 -1.706
16 H 2.761 -0.915 -1.426
17 Pm 0.540 -1.041 1.880

Calculated values
LUMO energy (spin up / spin down) (eV): -16.970 / -15.167
Spin multiplicity: 5
Orbital gap (spin up / spin down) (eV): 7.08 / 8.91
Total charge: +3
Expectation value of S²: 6.009

---

[8]
DFT (the ωB97M-V functional and the def2-TZVPD basis) results for a 2-piece molecular cluster, C3HClF4 overall.

CARTESIAN COORDINATES (ANGSTROEM)
1 C -0.787 -0.300 0.236
2 C -1.467 0.790 -0.031
3 C 0.320 -0.275 2.371
4 F -2.226 0.877 -1.057
5 F -1.724 1.776 0.755
6 F 1.100 0.884 2.197
7 F 1.176 -1.326 2.289
8 Cl -0.981 -0.060 3.481
9 H -0.681 -1.246 -0.177

Calculated values
LUMO energy (spin up / spin down) (eV): -0.489 / -0.487
Orbital gap (spin up / spin down) (eV): 9.20 / 9.20

---

[9]
DFT (the ωB97M-V functional and the def2-TZVPD basis) results for the molecule C21H19N3O3.

CARTESIAN COORDINATES (ANGSTROEM)
1 O 1.596 2.220 -4.598
2 C 2.131 1.907 -3.549
3 N 3.459 2.213 -3.664
4 C 4.513 1.861 -2.831
5 C 5.776 1.684 -3.406
6 C 6.858 1.406 -2.591
7 C 6.726 1.300 -1.197
8 C 5.474 1.443 -0.625
9 C 4.395 1.718 -1.413
10 N 3.184 1.963 -0.718
11 C 1.972 1.334 -1.073
12 C 1.211 0.781 -0.052
13 C -0.001 0.096 -0.318
14 C -0.732 -0.573 0.800
15 C -0.071 -1.163 1.838
16 C -0.761 -1.947 2.770
17 N -2.091 -2.018 2.829
18 C -2.792 -1.493 1.814
19 O -4.159 -1.689 1.678
20 C -4.806 -2.478 2.713
21 C -6.344 -2.460 2.551
22 C -6.951 -1.016 2.645
23 O -6.609 -0.302 3.842
24 C -2.136 -0.743 0.814
25 C -0.498 0.081 -1.623
26 C 0.213 0.681 -2.639
27 C 1.452 1.314 -2.407
28 H 3.636 2.545 -4.595
29 H 5.916 1.725 -4.496
30 H 7.834 1.314 -3.037
31 H 7.626 1.122 -0.598
32 H 5.300 1.346 0.418
33 H 3.299 2.278 0.226
34 H 1.553 0.828 0.973
35 H 0.999 -1.167 1.877
36 H -0.150 -2.467 3.506
37 H -4.486 -3.532 2.722
38 H -4.618 -2.075 3.698
39 H -6.559 -2.941 1.583
40 H -6.785 -3.079 3.349
41 H -6.592 -0.435 1.805
42 H -8.033 -1.147 2.606
43 H -5.647 -0.191 3.890
44 H -2.782 -0.377 0.039
45 H -1.378 -0.491 -1.888
46 H -0.143 0.628 -3.666

Calculated values
LUMO energy (eV): -0.320
Orbital gap (eV): 7.72
SMILES: O=C1Nc2ccccc2Nc2cc(-c3ccnc(OCCCO)c3)ccc21

---

[10]
DFT (the ωB97M-V functional and the def2-TZVPD basis) results for the molecule C2H2OS.

CARTESIAN COORDINATES (ANGSTROEM)
1 O -1.985 -0.480 -0.024
2 C -0.700 -0.547 0.174
3 C 0.434 -0.109 0.193
4 S 2.188 -0.062 -0.040
5 H -2.336 0.035 -0.773
6 H 2.400 1.164 0.470

Calculated values
LUMO energy (eV): 0.362
Orbital gap (eV): 9.25
SMILES: OC#CS

---

[11]
DFT (the ωB97M-V functional and the def2-TZVPD basis) results for a 3-piece molecular cluster, C24H47ClI2O6SSi overall.

CARTESIAN COORDINATES (ANGSTROEM)
1 C 5.038 -0.190 -1.008
2 C 3.527 -0.266 -0.751
3 C 3.210 -0.889 0.637
4 C 3.361 0.129 1.760
5 C 2.678 -0.257 3.079
6 C 1.175 -0.519 2.981
7 C 0.331 0.757 2.838
8 C 0.071 1.255 1.408
9 C -0.307 0.168 0.379
10 Si -1.598 0.611 -0.924
11 C -2.396 2.343 -0.708
12 S -1.388 3.698 -1.177
13 O -1.903 4.905 -0.593
14 O -0.003 3.370 -0.993
15 C -3.102 -0.567 -0.896
16 I -3.693 -1.634 -2.634
17 C -3.872 -0.767 0.195
18 C -5.093 -1.647 0.276
19 I -3.488 0.185 2.034
20 C -0.684 0.710 -2.582
21 Cl -1.803 1.117 -3.950
22 C 0.282 -0.426 -2.962
23 C 0.010 -1.820 -2.400
24 H 5.434 0.697 -0.528
25 H 5.233 -0.177 -2.076
26 H 5.522 -1.058 -0.566
27 H 3.020 -0.862 -1.509
28 H 3.091 0.731 -0.735
29 H 3.879 -1.731 0.807
30 H 2.203 -1.300 0.584
31 H 3.020 1.119 1.459
32 H 4.429 0.222 1.967
33 H 2.847 0.513 3.830
34 H 3.162 -1.164 3.452
35 H 0.976 -1.251 2.204
36 H 0.882 -0.997 3.917
37 H -0.593 0.637 3.400
38 H 0.882 1.555 3.338
39 H -0.648 2.069 1.465
40 H 0.994 1.714 1.066
41 H -0.659 -0.727 0.888
42 H 0.599 -0.093 -0.160
43 H -2.647 2.485 0.339
44 H -3.322 2.338 -1.278
45 H -1.632 3.779 -2.509
46 H -5.619 -1.491 1.210
47 H -4.830 -2.690 0.141
48 H -5.787 -1.327 -0.496
49 H -0.082 1.610 -2.502
50 H 1.275 -0.119 -2.634
51 H 0.339 -0.484 -4.045
52 H -1.044 -2.072 -2.322
53 H 0.466 -1.985 -1.427
54 H 0.454 -2.563 -3.061
55 C -9.950 -2.529 -2.623
56 C -10.505 -2.406 -1.219
57 O -9.468 -2.277 -0.243
58 C -8.900 -1.099 0.071
59 C -9.203 0.125 -0.762
60 O -8.115 -1.064 0.978
61 H -9.401 -1.635 -2.920
62 H -10.758 -2.687 -3.338
63 H -9.261 -3.371 -2.682
64 H -11.224 -1.591 -1.125
65 H -11.028 -3.321 -0.947
66 H -8.414 0.240 -1.505
67 H -9.193 0.991 -0.106
68 H -10.164 0.099 -1.269
69 C 9.134 0.654 3.089
70 C 8.237 0.024 2.043
71 O 7.499 1.002 1.309
72 C 7.995 1.645 0.232
73 C 9.459 1.504 -0.115
74 O 7.260 2.350 -0.399
75 H 9.894 1.292 2.637
76 H 9.636 -0.117 3.672
77 H 8.544 1.275 3.763
78 H 8.786 -0.631 1.365
79 H 7.479 -0.589 2.528
80 H 9.996 2.354 0.304
81 H 9.553 1.531 -1.198
82 H 9.920 0.584 0.238

Calculated values
LUMO energy (eV): 0.039
Orbital gap (eV): 8.84
SMILES: CCCCCCCCC[Si@](C[SH](=O)=O)(/C(I)=C(/C)I)[C@H](Cl)CC.CCOC(C)=O.CCOC(C)=O

---

[12]
DFT (the ωB97M-V functional and the def2-TZVPD basis) results for a 2-piece molecular cluster, C39H34F6N5 overall.

CARTESIAN COORDINATES (ANGSTROEM)
1 C 4.896 1.953 3.898
2 N 4.934 0.693 3.195
3 C 6.241 0.234 2.751
4 C 6.483 0.775 1.370
5 F 7.700 0.476 0.847
6 F 5.520 0.283 0.509
7 F 6.337 2.144 1.344
8 C 3.787 0.002 2.933
9 C 3.741 -1.424 2.887
10 C 2.526 -2.067 2.927
11 C 1.284 -1.357 2.882
12 C 0.046 -2.029 3.073
13 C -1.217 -1.485 2.669
14 C -2.133 -2.248 1.885
15 C -3.297 -1.695 1.371
16 C -3.635 -0.337 1.637
17 N -4.825 0.236 1.168
18 C -5.157 0.115 -0.240
19 C -5.953 0.436 2.073
20 C -5.847 1.672 2.922
21 F -7.030 1.982 3.537
22 F -4.914 1.496 3.918
23 F -5.462 2.762 2.188
24 C -2.768 0.413 2.463
25 C -1.630 -0.155 3.007
26 C 1.383 0.052 2.631
27 C 2.576 0.718 2.787
28 H 4.194 1.898 4.745
29 H 5.893 2.188 4.291
30 H 4.577 2.771 3.238
31 H 7.014 0.635 3.414
32 H 6.271 -0.855 2.682
33 H 4.678 -1.984 2.869
34 H 2.499 -3.165 2.964
35 H 0.076 -3.072 3.396
36 H -1.870 -3.281 1.632
37 H -3.976 -2.290 0.751
38 H -4.631 -0.734 -0.693
39 H -6.237 -0.011 -0.350
40 H -4.859 1.035 -0.767
41 H -6.866 0.547 1.486
42 H -6.032 -0.406 2.773
43 H -3.011 1.466 2.621
44 H -1.016 0.439 3.691
45 H 0.500 0.602 2.326
46 H 2.611 1.811 2.727
47 C 4.304 -3.151 7.420
48 C 3.594 -2.943 6.220
49 C 2.203 -3.054 6.207
50 C 1.560 -3.379 7.395
51 N 0.188 -3.480 7.424
52 C -0.694 -3.392 6.420
53 N -1.895 -3.660 7.055
54 C -3.089 -3.987 6.373
55 C -3.118 -3.600 5.042
56 C -4.224 -3.925 4.252
57 C -5.267 -4.677 4.807
58 C -5.182 -5.143 6.121
59 C -4.073 -4.812 6.914
60 C -1.662 -3.747 8.445
61 C -2.639 -3.793 9.531
62 C -2.240 -4.422 10.735
63 C -3.083 -4.400 11.843
64 C -4.316 -3.741 11.771
65 C -4.720 -3.112 10.590
66 C -3.894 -3.139 9.469
67 N -0.376 -3.690 8.669
68 C 2.230 -3.575 8.593
69 C 3.620 -3.487 8.601
70 H 5.392 -3.044 7.439
71 H 4.143 -2.695 5.309
72 H 1.557 -2.864 5.350
73 H -2.238 -3.067 4.683
74 H -4.245 -3.607 3.215
75 H -6.131 -4.930 4.194
76 H -5.959 -5.775 6.548
77 H -3.974 -5.198 7.929
78 H -1.272 -4.929 10.768
79 H -2.784 -4.887 12.768
80 H -4.965 -3.717 12.638
81 H -5.678 -2.595 10.540
82 H -4.210 -2.665 8.532
83 H 1.641 -3.767 9.485
84 H 4.161 -3.664 9.527

Calculated values
LUMO energy (eV): -4.985
Orbital gap (eV): 5.40
Total charge: +1